Record 1
DFT (the ωB97M-V functional and the def2-TZVPD basis) results for a structure of composition C36H54Cl3N3O2Pb.

Its frontier orbital gap is 7.0 eV. The spin multiplicity is 1. The energy comes out at -89589.7985 eV. As for the molar mass: 874.4 g mol⁻¹.

Each line ends with the Mulliken charge.
Element x y z (Å)
Pb 1.343 -0.697 0.005  1.57
C -1.336 -2.430 -1.268  -1.18
N -1.027 -1.939 0.065  0.84
C -0.867 -3.055 0.986  -1.20
C -2.049 -1.009 0.536  -1.19
C -1.949 0.353 -0.147  -0.79
N -0.636 0.984 0.000  0.90
C -0.418 1.925 -1.133  -1.26
C -0.349 1.312 -2.510  0.74
C -1.294 1.630 -3.472  -0.47
C -1.166 1.198 -4.786  -0.85
C -0.074 0.396 -5.093  0.09
C 0.894 0.048 -4.169  -0.61
C 0.785 0.544 -2.850  0.50
O 1.722 0.327 -1.956  -1.10
C 2.053 -0.866 -4.546  2.29
C 3.385 -0.174 -4.231  -1.64
C 2.058 -1.242 -6.031  -2.45
C 1.929 -2.165 -3.735  -1.38
C -2.163 1.642 -5.846  2.15
C -3.583 1.240 -5.424  -1.69
C -2.068 3.167 -5.998  -1.68
C -1.883 1.021 -7.219  -2.18
C -0.535 1.774 1.253  -1.65
C -0.496 1.031 2.565  1.05
C -1.501 1.188 3.502  -0.76
C -1.401 0.636 4.775  -0.71
C -0.256 -0.093 5.067  -0.24
C 0.783 -0.268 4.171  -0.46
C 0.685 0.330 2.893  0.67
O 1.668 0.268 2.023  -1.20
C 2.010 -1.095 4.534  2.40
C 2.049 -2.332 3.624  -1.37
C 1.995 -1.582 5.987  -2.39
C 3.280 -0.259 4.332  -1.62
C -2.493 0.874 5.808  2.26
C -2.551 2.372 6.136  -1.67
C -2.244 0.122 7.119  -2.19
C -3.841 0.406 5.242  -1.69
H -2.230 -3.066 -1.262  0.31
H -0.503 -3.009 -1.658  0.34
H -1.505 -1.598 -1.943  0.28
H -1.759 -3.694 1.008  0.35
H -0.684 -2.673 1.987  0.25
H -0.014 -3.663 0.687  0.32
H -1.908 -0.867 1.608  0.27
H -3.054 -1.422 0.358  0.39
H -2.733 1.000 0.276  0.26
H -2.140 0.248 -1.218  0.48
H 0.545 2.411 -0.949  0.47
H -1.212 2.689 -1.124  0.28
H -2.132 2.254 -3.184  0.44
H 0.029 0.033 -6.098  0.72
H 3.457 0.752 -4.799  0.34
H 4.219 -0.822 -4.498  0.48
H 3.438 0.063 -3.173  0.17
H 2.134 -0.353 -6.653  0.46
H 1.164 -1.800 -6.304  0.42
H 2.922 -1.872 -6.238  0.46
H 2.001 -1.953 -2.671  0.03
H 2.726 -2.858 -4.001  0.51
H 0.971 -2.643 -3.935  0.26
H -3.873 1.719 -4.493  0.32
H -3.635 0.162 -5.283  0.37
H -4.297 1.525 -6.194  0.47
H -2.301 3.678 -5.068  0.33
H -2.759 3.511 -6.766  0.46
H -1.058 3.444 -6.292  0.37
H -1.931 -0.064 -7.173  0.40
H -0.905 1.322 -7.585  0.41
H -2.631 1.368 -7.930  0.45
H -1.358 2.506 1.287  0.29
H 0.415 2.316 1.187  0.46
H -2.368 1.780 3.232  0.44
H -0.168 -0.541 6.039  0.68
H 1.147 -2.929 3.759  0.24
H 2.911 -2.952 3.861  0.50
H 2.120 -2.031 2.582  -0.01
H 1.153 -2.246 6.177  0.41
H 1.952 -0.741 6.675  0.47
H 2.910 -2.137 6.188  0.44
H 3.351 0.058 3.296  0.17
H 4.161 -0.843 4.592  0.48
H 3.239 0.626 4.965  0.34
H -1.592 2.701 6.532  0.37
H -3.317 2.564 6.885  0.47
H -2.772 2.968 5.254  0.32
H -1.324 0.459 7.589  0.39
H -2.186 -0.951 6.947  0.41
H -3.065 0.316 7.806  0.46
H -4.116 0.966 4.352  0.32
H -4.625 0.537 5.985  0.45
H -3.784 -0.648 4.977  0.38
Cl 7.240 1.403 0.136  -0.09
C 6.465 -0.195 0.030  0.76
Cl 6.948 -1.199 1.427  -0.09
Cl 6.939 -1.002 -1.493  -0.09
C 5.029 -0.095 0.041  -0.29
N 3.887 -0.093 0.046  -0.42

***

Record 2
DFT (the ωB97M-V functional and the def2-TZVPD basis) results for a structure of composition C6H24KN12O6.

As for the total charge: +1. Its frontier orbital gap is 9.5 eV. For the energy relative to the best compared isomer or geometry (same formula, charge and spin), the calculation gives 146.8 kcal per mole. The spin multiplicity is 1. The energy comes out at -53100.6044 eV. As for the molar mass: 399.4 g mol⁻¹.

Each line ends with the Mulliken charge.
Element x y z (Å)
K 0.023 -0.059 -0.395  0.93
C 4.624 0.013 0.943  0.77
O 3.942 0.873 0.489  -0.65
N 5.766 -0.138 0.335  -0.47
N 4.460 -0.812 1.916  -0.39
H 6.507 -0.765 0.614  0.14
H 5.900 0.472 -0.459  0.21
H 3.480 -0.989 2.086  0.21
H 5.272 -1.178 2.393  0.20
C 2.792 -3.491 -2.112  0.72
O 2.280 -3.235 -1.013  -0.72
N 3.999 -3.291 -2.535  -0.35
N 2.024 -4.002 -3.030  -0.39
H 4.702 -2.842 -1.965  0.21
H 4.317 -3.571 -3.451  0.17
H 2.375 -4.352 -3.910  0.16
H 1.063 -4.197 -2.789  0.21
C -2.200 4.611 2.222  0.58
O -1.772 3.722 1.455  -0.69
N -1.847 5.813 2.295  -0.34
N -3.132 4.368 3.069  -0.38
H -2.108 6.519 2.968  0.17
H -1.272 6.220 1.572  0.23
H -3.472 5.031 3.750  0.20
H -3.199 3.461 3.508  0.22
C -5.001 -1.249 -1.061  0.69
O -3.868 -1.609 -1.425  -0.70
N -6.039 -1.133 -1.927  -0.44
N -5.302 -1.278 0.147  -0.33
H -6.999 -0.958 -1.666  0.18
H -5.730 -1.469 -2.828  0.23
H -6.248 -1.036 0.405  0.17
H -4.703 -1.739 0.817  0.22
C -1.916 -1.176 4.479  0.61
O -1.345 -0.561 3.567  -0.65
N -3.184 -0.860 4.766  -0.39
N -1.554 -2.257 5.140  -0.36
H -3.759 -0.286 4.165  0.22
H -3.839 -1.230 5.441  0.17
H -0.889 -2.938 4.803  0.23
H -2.127 -2.659 5.868  0.19
C 1.812 1.512 -4.770  0.69
O 0.784 0.800 -4.454  -0.70
N 2.197 2.400 -3.954  -0.37
N 2.645 1.461 -5.813  -0.43
H 2.901 3.072 -4.225  0.20
H 1.612 2.478 -3.134  0.19
H 2.400 0.872 -6.596  0.23
H 3.629 1.663 -5.701  0.21

***

Record 3
DFT (the ωB97M-V functional and the def2-TZVPD basis) results for a structure of composition C36H29BI2N2OP2STl.

Its frontier orbital gap (spin up / spin down) is 7.5 / 5.6 eV. For the energy relative to the best compared isomer or geometry (same formula, charge and spin), the calculation gives 32.3 kcal per mole. Its expectation value of S² is 0.79. The spin multiplicity is 2. The energy comes out at -93808.9584 eV. As for the molar mass: 1068.7 g mol⁻¹.

Each line ends with the Löwdin spin population.
Element x y z (Å)
Tl 0.733 1.913 -2.794  0.01
I 3.916 -2.174 -1.160  0.06
C 2.190 -2.275 -2.220  0.19
C 2.054 -3.294 -3.133  -0.01
C 0.996 -3.342 -3.983  0.22
I 0.994 -4.879 -5.300  0.08
C 0.068 -2.221 -4.135  0.00
C -0.967 -2.223 -5.079  0.02
C -1.934 -1.299 -5.032  -0.01
C -1.831 -0.349 -3.966  0.03
N -0.886 -0.348 -3.079  0.00
C 0.134 -1.270 -3.100  0.07
C 1.277 -1.171 -2.167  0.08
O 1.509 -0.206 -1.358  0.24
H 2.916 -4.025 -3.286  0.00
H -1.061 -2.988 -5.852  0.00
H -2.636 -1.219 -5.845  0.00
H -2.740 0.351 -3.773  0.00
B 3.547 -0.943 -6.011  0.00
C 2.369 -0.132 -5.318  0.00
N 1.572 0.442 -4.678  0.00
H 4.604 -0.434 -5.619  0.00
H 3.385 -0.756 -7.196  0.00
H 3.660 -2.142 -5.852  0.00
S 1.979 5.624 0.309  0.00
C 2.339 5.368 -1.177  0.00
C -1.092 0.242 1.259  0.00
P -0.494 1.828 0.618  0.00
C 0.567 2.420 1.962  0.00
C 1.873 2.295 1.655  0.00
C 2.806 2.891 2.505  0.00
C 2.345 3.470 3.670  0.00
C 0.958 3.643 3.939  0.00
C 0.032 3.115 3.075  0.00
C -1.953 2.911 0.789  0.00
C -2.864 2.805 1.813  0.00
C -3.933 3.751 1.956  0.00
C -4.041 4.768 1.004  0.00
C -3.165 4.816 -0.023  0.00
C -2.126 3.931 -0.169  0.00
P 0.483 -0.835 1.483  0.01
C 0.274 -1.194 3.316  0.00
C -0.693 -2.135 3.810  0.00
C -1.096 -2.029 5.124  0.00
C -0.474 -1.111 5.978  0.00
C 0.484 -0.243 5.516  0.00
C 0.900 -0.247 4.190  0.00
C 0.022 -2.387 0.655  0.00
C 0.587 -3.662 0.984  0.00
C 0.362 -4.883 0.324  0.00
C -0.607 -4.878 -0.687  0.00
C -1.239 -3.669 -1.087  0.00
C -0.949 -2.447 -0.398  0.00
H -1.615 -0.273 0.502  0.00
H -1.791 0.276 2.109  0.00
H 2.283 1.780 0.796  0.00
H 3.867 2.825 2.500  0.00
H 2.995 3.909 4.438  0.00
H 0.623 4.147 4.901  0.00
H -0.998 3.197 3.384  0.00
H -2.725 2.001 2.529  0.00
H -4.648 3.771 2.767  0.00
H -4.799 5.535 1.124  0.00
H -3.348 5.583 -0.765  0.00
H -1.404 3.999 -0.948  0.00
H -1.331 -2.671 3.135  0.00
H -1.913 -2.699 5.484  0.00
H -0.724 -1.083 7.035  0.00
H 0.805 0.465 6.285  0.00
H 1.540 0.506 3.775  0.00
H 1.381 -3.559 1.719  0.00
H 0.921 -5.782 0.648  0.00
H -0.905 -5.767 -1.182  0.00
H -1.960 -3.789 -1.886  0.00
H -1.404 -1.545 -0.808  0.00

***

Record 4
DFT (the ωB97M-V functional and the def2-TZVPD basis) results for a structure of composition C3H7Br2OP.

Its frontier orbital gap (spin up / spin down) is 7.0 / 8.3 eV. For the energy relative to the best compared isomer or geometry (same formula, charge and spin), the calculation gives 106.4 kcal per mole. The spin multiplicity is 1. The energy comes out at -154642.5824 eV. As for the molar mass: 249.9 g mol⁻¹.

Each line ends with the Mulliken charge.
Element x y z (Å)
C 1.107 -1.229 1.397  -0.92
C -2.634 0.253 1.173  -0.77
C 2.288 1.547 0.794  -0.65
O 0.561 0.080 -0.922  -0.50
P 0.740 0.389 0.512  0.56
Br -3.114 0.400 -0.621  -0.03
Br 3.562 0.669 -0.349  -0.11
H 0.765 -1.415 2.388  0.37
H 0.335 -1.888 0.787  0.25
H 2.118 -1.494 1.297  0.34
H -2.722 -0.688 1.599  0.39
H -2.117 1.090 1.617  0.42
H 2.778 1.526 1.782  0.30
H 2.140 2.572 0.523  0.36

***

Record 5
DFT (the ωB97M-V functional and the def2-TZVPD basis) results for the molecule C15H18O7.

Its frontier orbital gap is 9.0 eV. For the energy relative to the best compared isomer or geometry (same formula, charge and spin), the calculation gives 1.5 kcal per mole. The spin multiplicity is 1. As for the structure (SMILES): CCCOc1ccc(CC(CC(=O)O)(C(=O)O)C(=O)O)cc1. The energy comes out at -30181.1349 eV. As for the molar mass: 310.3 g mol⁻¹.

Each line ends with the Mulliken charge.
Element x y z (Å)
C 4.551 -0.590 -1.413  -0.98
C 5.214 -1.885 -0.959  -0.37
C 4.267 -3.090 -0.943  -0.53
O 3.321 -3.020 0.107  -0.43
C 2.093 -2.472 -0.068  0.64
C 1.323 -2.372 1.095  -0.85
C 0.051 -1.845 1.056  -0.32
C -0.500 -1.398 -0.142  0.21
C -1.867 -0.777 -0.173  -1.69
C -1.821 0.751 0.130  1.90
C -1.025 1.507 -0.933  -1.09
C -0.906 2.982 -0.635  0.29
O -0.233 3.753 -1.260  -0.61
O -1.645 3.364 0.419  -0.43
C -1.217 0.926 1.503  0.34
O -1.825 0.738 2.537  -0.72
O 0.062 1.263 1.490  -0.36
C -3.306 1.212 0.064  0.16
O -3.780 1.572 -0.976  -0.58
O -4.011 1.104 1.172  -0.58
C 0.260 -1.516 -1.296  -0.62
C 1.538 -2.044 -1.270  -0.18
H 5.272 0.224 -1.389  0.38
H 3.722 -0.329 -0.761  0.20
H 4.178 -0.682 -2.431  0.26
H 6.046 -2.124 -1.624  0.36
H 5.612 -1.756 0.049  0.27
H 4.847 -3.994 -0.730  0.30
H 3.783 -3.218 -1.916  0.32
H 1.752 -2.722 2.020  0.47
H -0.526 -1.785 1.968  0.47
H -2.510 -1.257 0.570  0.42
H -2.322 -0.903 -1.157  0.55
H -1.545 1.421 -1.890  0.49
H -0.022 1.095 -1.047  0.39
H -1.586 4.326 0.537  0.36
H 0.409 1.331 2.395  0.42
H -3.444 0.882 1.949  0.41
H -0.153 -1.197 -2.242  0.46
H 2.086 -2.111 -2.196  0.26

***

Record 6
DFT (the ωB97M-V functional and the def2-TZVPD basis) results for a cluster of 2 separate species, C3H10NOS in total.

As for the total charge: -1. Its frontier orbital gap is 6.3 eV. For the energy relative to the best compared isomer or geometry (same formula, charge and spin), the calculation gives 41.9 kcal per mole. The spin multiplicity is 1. The energy comes out at -17645.6277 eV. As for the molar mass: 108.2 g mol⁻¹.

Each line ends with the Mulliken charge.
Element x y z (Å)
C 0.734 1.154 2.622  -1.02
C 0.047 0.855 1.294  -0.22
S -1.626 0.115 1.388  -0.33
H 0.307 2.038 3.086  0.29
H 0.644 0.283 3.265  0.29
H 1.802 1.298 2.437  0.30
H 0.609 0.124 0.700  0.14
H -0.027 1.713 0.622  0.31
H -1.218 -0.872 0.624  0.16
N 0.581 -1.051 -3.420  -0.62
C 1.085 -0.366 -2.133  -0.32
O 0.840 -1.051 -1.034  -0.76
H 1.058 -0.575 -4.186  0.22
H -0.400 -0.786 -3.479  0.22
H 0.618 0.650 -2.127  0.16
H 2.174 -0.230 -2.370  0.15

***

Record 7
DFT (the ωB97M-V functional and the def2-TZVPD basis) results for a cluster of 5 separate species, C5H5Cl15 in total.

Its frontier orbital gap is 11.0 eV. For the energy relative to the best compared isomer or geometry (same formula, charge and spin), the calculation gives 15.3 kcal per mole. The spin multiplicity is 1. As for the structure (SMILES): ClC(Cl)Cl.ClC(Cl)Cl.ClC(Cl)Cl.ClC(Cl)Cl.ClC(Cl)Cl. The energy comes out at -193101.5875 eV. As for the molar mass: 596.9 g mol⁻¹.

Each line ends with the Mulliken charge.
Element x y z (Å)
Cl 2.600 -6.471 14.611  -0.13
C 3.551 -7.419 15.823  -0.01
Cl 4.791 -8.472 15.117  -0.11
Cl 2.331 -8.332 16.825  -0.05
H 4.113 -6.722 16.444  0.31
Cl -3.867 -3.985 12.926  -0.11
C -4.854 -4.983 11.823  0.19
Cl -4.809 -4.493 10.147  -0.12
Cl -6.517 -4.774 12.362  -0.13
H -4.550 -6.004 12.053  0.17
Cl -1.978 -7.767 19.774  -0.06
C -0.546 -8.781 19.669  0.31
Cl -0.688 -10.267 20.654  -0.13
Cl 1.004 -7.902 19.936  -0.13
H -0.417 -9.189 18.667  0.01
Cl -5.709 -5.811 16.094  -0.07
C -4.935 -6.937 17.176  0.50
Cl -4.729 -8.587 16.552  -0.11
Cl -5.697 -6.902 18.779  -0.15
H -3.964 -6.491 17.391  -0.19
Cl -1.912 -5.092 16.280  -0.13
C -1.252 -6.403 15.273  0.22
Cl -2.393 -6.633 13.894  -0.08
Cl -1.058 -7.945 16.144  -0.05
H -0.275 -6.088 14.908  0.07

***

Record 8
DFT (the ωB97M-V functional and the def2-TZVPD basis) results for a cluster of 2 separate species, C2H10N2O in total.

Its frontier orbital gap is 9.4 eV. For the energy relative to the best compared isomer or geometry (same formula, charge and spin), the calculation gives 32.7 kcal per mole. The spin multiplicity is 1. As for the structure (SMILES): NCCN.O. The energy comes out at -7262.5056 eV. As for the molar mass: 78.1 g mol⁻¹.

Each line ends with the Mulliken charge.
Element x y z (Å)
N -0.525 1.786 1.136  -0.49
C 0.104 0.812 0.348  -0.21
C 0.750 1.297 -0.969  -0.43
N 1.520 0.308 -1.663  -0.60
H -1.166 1.502 1.912  0.20
H -0.029 2.587 1.308  0.15
H 0.780 0.094 1.010  0.21
H -0.599 0.061 0.055  0.08
H 1.496 2.046 -0.731  0.29
H 0.010 1.693 -1.651  0.33
H 2.039 -0.420 -1.155  0.23
H 0.866 -0.158 -2.268  0.24
O -1.470 -3.566 0.952  -0.65
H -2.383 -3.647 0.772  0.31
H -1.343 -2.550 0.543  0.33

***

What is the formula in the seventh record?
C5H5Cl15

***

Look up the energy of the first one.
-89589.7985 eV

***

Which value of molar mass does entry 8 give?
78.1 g mol⁻¹

***

The highest spin multiplicity belongs to which entry?
C36H29BI2N2OP2STl